(1)
# C2H4FN2O

The ion C2H4FN2O with charge +1 (ωB97M-V/def2-TZVPD, the OMol25 dataset).

For the HOMO energy (spin up / spin down), the calculation gives -17.2 / -17.2 eV. As for the net charge: +1. The gap between HOMO and LUMO (spin up / spin down) comes out at 9.206 / 9.210 eV.

```
10
C2H4FN2O, DFT ωB97M-V/def2-TZVPD
C 1.628 0.727 -0.262
C -1.400 -0.627 0.663
N 0.632 -0.026 0.040
N 1.352 0.916 -1.486
O -0.345 0.272 0.819
F -0.855 -1.822 0.986
H 2.406 1.115 0.375
H -2.306 -0.375 1.163
H -1.640 -0.696 -0.310
H 0.528 0.516 -1.989
```

These are the natural (NBO) partial charges, in e, on atoms 1 to 4: 0.234 0.315 0.167 -0.322

***

(2)
# C4H6FeO3

A structure of composition C4H6FeO3 (ωB97M-V/def2-TZVPD, the OMol25 dataset).

Its expectation value of S² is 8.7651. For the HOMO energy (spin up / spin down), the calculation gives -13.9 / -14.6 eV. As for the net charge: +1. The gap between HOMO and LUMO (spin up / spin down) comes out at 9.002 / 8.669 eV. As for the spin multiplicity: 6.

```
14
C4H6FeO3, DFT ωB97M-V/def2-TZVPD
H -1.388 3.223 1.256
C -2.511 3.207 0.694
H -3.354 3.069 1.390
H -2.527 4.134 0.099
C -1.686 2.172 0.400
O -0.197 -0.745 -1.695
C 0.625 -1.196 -0.842
O 0.764 -0.612 0.272
Fe -0.587 0.636 -0.369
O 1.303 -2.275 -1.152
C 2.218 -2.798 -0.184
H 2.997 -2.061 0.038
H 1.684 -3.069 0.734
H 2.658 -3.687 -0.642
```

These are the Mulliken partial charges, in e, on atoms 1 to 4: 0.323 -0.080 0.301 0.323

***

ΔE to the lowest compared entry with this formula, charge and spin for the records above, in order: 2.6841; 0.0000 eV
E for the records above, in order: -9870.218; -44763.911 eV